[1]
83
Properties=species:S:1:pos:R:3:forces:R:3:lowdin_charge:R:1 method="wB97M-V/def2-TZVPD" mol_weight_g_mol=824.6 homo_energy_ev=-11.2 charge=+1 lumo_energy_ev=-4.812
C -2.1648 -3.1204 3.0807 -0.017 -0.130 0.852 -0.204
C -3.5432 -3.8191 2.5317 1.778 -0.278 -0.067 -0.722
I -5.1406 -3.2425 3.9719 0.792 -0.401 -1.121 0.777
C -3.9926 -3.3722 1.0181 -1.992 0.445 1.333 -0.205
N -2.9065 -3.4748 -0.0299 4.285 2.210 -2.509 -0.061
C -2.1236 -2.4722 -0.6089 -1.214 -1.714 -1.040 -0.225
P -2.1737 -0.6039 -0.1822 1.387 1.238 1.575 0.992
C -3.0562 0.4296 -1.5334 -0.328 0.667 -1.288 -0.268
O -0.4623 -0.1263 -0.1861 -3.047 -4.823 -4.138 -0.361
C -1.0348 -2.9783 -1.7363 1.441 -0.639 1.448 -0.571
S -1.3543 -2.5001 -3.5568 0.422 -0.392 0.344 0.677
C -0.9511 -4.6090 -1.4462 -2.085 1.108 -0.296 -0.301
Si 0.5939 -5.2001 -0.4142 1.409 -0.200 1.192 0.549
C 1.6744 -3.6882 0.2220 0.006 -0.064 0.066 -0.225
C 1.8356 -6.2654 -1.4947 -0.056 0.580 -0.698 -0.225
C 0.0538 -6.1500 1.2182 -0.046 0.225 1.111 -0.212
C -2.4546 -4.7623 -0.7507 -1.668 -2.240 -1.841 -0.123
H -2.2484 -1.9349 3.1911 0.146 -2.697 -0.490 0.093
H -1.2270 -3.4389 2.4478 -1.872 0.733 0.985 0.057
H -1.9744 -3.5561 4.1740 -0.454 0.990 -2.410 0.094
H -3.4038 -4.9853 2.6455 -0.504 2.402 -0.452 0.096
H -4.4205 -2.2606 1.0793 1.299 -2.400 -0.337 0.125
H -4.9282 -4.0573 0.7355 2.302 1.422 0.196 0.155
H -3.7713 1.1875 -0.9526 1.501 -1.936 -1.232 0.077
H -2.3023 1.1013 -2.1403 -1.226 -1.467 1.262 0.064
H -3.6444 -0.2158 -2.3260 1.048 1.322 1.739 0.063
H -0.2456 -0.1108 -1.1671 0.194 0.174 1.311 0.044
H -0.0370 -2.3552 -1.5372 -2.153 -1.716 0.126 0.082
H -0.1229 -2.8732 -4.1833 -1.357 0.359 1.386 -0.072
H -0.9319 -5.2524 -2.4374 -0.358 1.542 1.870 0.129
H 2.0256 -3.0547 -0.7007 -0.461 -0.969 1.989 0.047
H 1.0408 -3.0606 0.9799 1.336 -0.867 -1.453 0.040
H 2.6025 -4.1519 0.7942 -1.858 1.113 -1.242 0.069
H 1.3760 -7.2809 -1.8545 1.153 1.861 0.736 0.053
H 2.1193 -5.6027 -2.4431 -0.497 -1.541 1.901 0.058
H 2.8000 -6.3753 -0.8397 -1.814 -0.107 -1.349 0.056
H 0.2305 -5.4215 2.1465 -0.411 -1.504 -1.975 0.049
H 0.7593 -7.0750 1.4126 -1.708 1.688 -0.455 0.061
H -1.0886 -6.4221 1.2245 2.331 0.137 0.104 0.023
H -3.2858 -4.8147 -1.6029 1.911 -0.024 1.451 0.155
H -2.6334 -5.7853 -0.2022 0.490 2.414 -0.373 0.134
C -1.0892 5.4146 0.8370 -0.096 -0.350 -0.470 0.067
C -1.6778 5.5002 2.0316 -0.600 1.920 0.067 -0.219
C -1.8757 4.2956 2.8845 -0.384 -0.538 0.857 -0.328
O -2.4027 4.4084 3.9857 0.368 0.154 -0.838 0.111
C -1.4267 2.9972 2.3583 -0.457 0.146 -0.014 0.054
C -0.8412 2.9113 1.1622 0.364 -1.501 -0.089 -0.197
C -0.6187 4.1197 0.3217 0.019 1.101 -0.380 -0.291
O -0.0612 4.0116 -0.7654 -0.307 0.064 0.830 0.079
O -0.4193 1.6938 0.6604 -0.346 5.012 1.575 -0.019
O -2.1251 6.7135 2.5214 0.399 -2.070 -0.012 0.091
H -0.9370 6.2824 0.2076 0.003 -0.039 0.049 0.141
H -1.5927 2.1273 2.9807 0.017 0.013 0.003 0.138
H -0.0277 1.8951 -0.2174 -0.110 -0.013 0.326 0.083
H -2.5112 6.5130 3.4018 0.165 0.110 -0.333 0.120
C 2.9301 5.2029 2.1786 -0.564 -0.194 0.074 0.090
C 4.2442 5.0553 2.3573 0.965 1.307 -1.332 -0.201
C 4.7858 4.0943 3.3578 0.859 -0.578 0.645 -0.301
O 5.9983 3.9668 3.4862 -0.945 0.313 -0.334 0.117
C 3.8255 3.3283 4.1676 0.302 0.073 -0.109 0.083
C 2.5114 3.4786 3.9911 -0.726 -1.116 1.257 -0.195
C 1.9706 4.4191 2.9717 -0.197 0.608 -0.515 -0.255
O 0.7580 4.5220 2.8199 1.322 -0.111 0.659 0.095
O 1.6034 2.7639 4.7506 0.521 1.243 -1.413 0.087
O 5.1520 5.7905 1.6174 -0.754 -1.427 1.432 0.089
H 2.5228 5.8961 1.4534 0.028 -0.030 0.036 0.140
H 4.2324 2.6466 4.9034 -0.018 0.042 -0.041 0.140
H 0.7181 3.0473 4.4338 0.359 -0.119 0.190 0.109
H 6.0373 5.5026 1.9300 -0.316 0.128 -0.124 0.120
C 1.6561 3.0053 -5.4277 0.209 -0.355 -0.311 0.088
C 1.0675 3.0909 -4.2332 -0.547 2.081 0.354 -0.194
C 0.8696 1.8864 -3.3802 -0.007 -0.715 0.340 -0.273
O 0.3426 1.9992 -2.2790 0.125 -0.487 -0.857 0.064
C 1.3186 0.5879 -3.9065 -0.197 0.372 0.344 0.068
C 1.9041 0.5020 -5.1025 0.452 -2.090 -0.282 -0.199
C 2.1267 1.7104 -5.9431 0.388 0.897 -1.079 -0.298
O 2.6842 1.6024 -7.0301 -0.466 -0.342 1.006 0.123
O 2.3261 -0.7155 -5.6043 -0.411 2.041 0.145 0.080
O 0.6202 4.3042 -3.7433 0.387 -2.275 -0.134 0.096
H 1.8083 3.8731 -6.0571 0.000 -0.059 0.051 0.144
H 1.1526 -0.2820 -3.2840 0.047 0.002 -0.043 0.109
H 2.7177 -0.5142 -6.4822 -0.105 -0.067 0.285 0.122
H 0.2341 4.1037 -2.8629 0.149 0.322 -0.024 0.083

[2]
82
Properties=species:S:1:pos:R:3:forces:R:3:lowdin_charge:R:1 method="wB97M-V/def2-TZVPD" mol_weight_g_mol=1009.7 homo_energy_ev=-6.6 e_above_lowest_ev=1.064 lumo_energy_ev=0.061
Pb -0.2367 0.5485 -0.9320 0.342 -0.579 0.421 1.302
C -1.1717 4.8843 2.6678 -0.293 0.005 -0.105 -0.051
N -0.1729 3.8731 2.4142 0.104 0.246 0.179 -0.146
C 1.2052 4.3175 2.4078 0.238 -0.220 -0.080 -0.026
C -0.4492 2.6408 1.9310 -0.072 -0.051 0.184 -0.443
O 0.4235 1.8510 1.6321 -0.040 -0.239 0.047 -0.005
C -1.9363 2.3022 1.7815 -0.059 0.017 -0.129 -0.126
O -2.1576 1.0894 1.1090 0.323 -0.092 -0.003 -0.202
C -2.4773 -0.0548 1.8568 -0.176 -0.070 -0.087 -0.107
C -1.4047 -1.1531 1.7987 -0.215 0.133 0.231 -0.437
O -0.3387 -0.9963 1.2269 0.038 0.114 -0.197 -0.030
N -1.7194 -2.3133 2.4095 0.081 -0.232 0.068 -0.143
C -2.9801 -2.6406 3.0314 -0.143 0.036 0.020 -0.042
C -0.8298 -3.4516 2.2791 0.298 0.009 -0.129 -0.020
H -0.6983 5.7034 3.2072 -0.085 -0.042 0.007 0.089
H -1.9838 4.4939 3.2830 -0.009 0.079 -0.015 0.088
H -1.5912 5.2823 1.7378 -0.028 0.069 0.050 0.097
H 1.4274 4.8699 3.3220 -0.028 0.007 -0.029 0.093
H 1.4011 4.9505 1.5378 0.061 0.053 0.033 0.104
H 1.8438 3.4391 2.3419 -0.013 0.175 0.007 0.061
H -2.4012 3.0679 1.1510 -0.037 0.054 0.208 0.114
H -2.4224 2.3042 2.7663 0.007 0.068 -0.107 0.135
H -3.3886 -0.4658 1.4024 0.069 0.023 0.207 0.139
H -2.6691 0.2066 2.9043 -0.065 -0.047 -0.066 0.136
H -3.6197 -1.7726 3.1394 -0.049 0.005 0.045 0.077
H -2.7935 -3.0657 4.0207 -0.055 0.045 -0.009 0.095
H -3.5040 -3.3925 2.4339 -0.061 0.036 0.021 0.100
H 0.1082 -3.1285 1.8330 -0.060 -0.068 0.023 0.073
H -1.2785 -4.2146 1.6379 -0.002 0.001 -0.034 0.101
H -0.6433 -3.8909 3.2602 0.012 0.017 0.031 0.094
C -0.1204 -3.7583 -2.9331 0.047 0.170 0.051 -0.023
C 0.7476 -3.5890 -1.7237 -0.263 -0.066 -0.273 -0.264
N 1.0073 -4.6614 -1.0248 -0.220 -0.175 -0.185 0.106
C 1.8240 -4.5769 0.0294 0.351 0.088 0.374 -0.141
C 2.4567 -3.4157 0.3999 0.069 -0.121 0.103 -0.174
C 3.3368 -3.4340 1.6245 -0.391 -0.142 0.283 -0.230
O 4.6863 -3.1542 1.2928 0.352 0.052 -0.200 -0.058
C 2.1988 -2.2290 -0.3311 -0.682 -0.636 -0.549 -0.088
C 2.8930 -1.0393 0.0211 0.622 0.869 0.152 -0.071
N 2.7231 0.1241 -0.5026 -0.555 -0.814 -0.279 0.027
C 3.3725 1.2012 0.0348 0.503 0.478 0.564 -0.369
C 3.5296 1.3691 1.4191 0.052 -0.092 -0.199 -0.034
C 4.1703 2.4745 1.9360 0.150 -0.017 0.094 -0.109
C 4.6474 3.4703 1.0986 0.051 0.049 -0.013 -0.104
C 4.4868 3.3445 -0.2719 0.072 0.131 0.065 -0.164
C 3.8612 2.2245 -0.7762 -0.211 -0.185 -0.681 -0.599
I 3.6964 1.9927 -2.8760 0.171 0.137 0.354 0.939
C 1.2590 -2.2788 -1.4088 0.492 -0.321 0.407 -0.333
O 0.8862 -1.2727 -2.1017 -0.189 0.268 -0.287 -0.211
H -0.4115 -4.8028 -3.0201 -0.010 0.024 0.002 0.076
H -1.0040 -3.1225 -2.8700 -0.003 0.013 -0.093 0.058
H 0.4418 -3.4587 -3.8185 -0.066 0.044 -0.128 0.081
H 1.9715 -5.5047 0.5703 0.125 0.040 0.137 0.104
H 2.9636 -2.6931 2.3521 0.059 -0.101 -0.071 0.121
H 3.2632 -4.4269 2.0932 -0.063 0.170 -0.099 0.116
H 5.2319 -3.2515 2.0795 -0.069 -0.002 -0.007 0.089
H 3.6818 -1.1658 0.7695 -0.089 0.058 0.051 0.121
H 3.1249 0.6105 2.0706 -0.096 -0.033 0.095 0.115
H 4.3071 2.5547 3.0049 -0.034 0.054 0.105 0.107
H 5.1473 4.3377 1.5010 0.039 0.095 0.055 0.100
H 4.8577 4.1128 -0.9349 0.004 -0.009 -0.060 0.089
N 0.1417 1.1992 -3.4400 0.108 -0.137 -0.132 -0.045
N -0.6452 2.1465 -4.0808 0.009 0.132 -0.724 -0.074
C -1.4137 3.0187 -3.3986 0.032 0.167 0.330 -0.876
N -2.1092 3.9119 -4.1308 0.160 -0.156 -0.409 0.089
S -1.5274 3.0514 -1.7339 -0.367 0.464 0.028 0.629
H 1.1411 1.3873 -3.5153 -0.173 0.138 0.041 -0.033
H -0.0453 0.2438 -3.7311 -0.181 0.015 -0.179 0.089
H -0.5589 2.2681 -5.0885 0.015 -0.167 0.353 0.158
H -2.0761 3.9330 -5.1380 -0.032 -0.012 0.095 0.106
H -2.7271 4.5415 -3.6506 0.078 -0.064 0.027 0.091
Br -5.8891 -3.0712 -3.3693 0.291 0.189 0.110 0.674
C -4.3777 -2.0924 -2.6958 -0.390 -0.233 -0.089 -0.685
C -3.6745 -2.5909 -1.6175 -0.186 -0.126 -0.024 -0.142
C -2.5978 -1.8659 -1.1319 0.171 0.180 0.060 -0.153
C -2.1830 -0.6515 -1.6828 0.056 0.119 -0.036 -0.256
C -2.9347 -0.2055 -2.7716 0.166 0.076 0.163 -0.148
C -4.0218 -0.8960 -3.2817 -0.157 -0.100 -0.159 -0.142
H -3.9658 -3.5333 -1.1751 0.020 -0.058 0.045 0.096
H -2.0505 -2.2826 -0.2995 0.133 -0.215 0.113 0.080
H -2.6791 0.7295 -3.2469 -0.027 0.197 -0.109 0.052
H -4.5859 -0.5111 -4.1193 -0.028 0.015 -0.064 0.094

[3]
77
Properties=species:S:1:pos:R:3:forces:R:3:lowdin_charge:R:1 method="wB97M-V/def2-TZVPD" mol_weight_g_mol=571.6 homo_energy_ev=-9.6 charge=+1 e_above_lowest_ev=0.346 lumo_energy_ev=-5.529
C -3.7046 -3.6176 -1.7353 0.576 -0.061 -0.346 -0.098
N -3.1686 -3.7563 -0.4025 -0.257 1.013 0.264 -0.245
C -2.6844 -5.0442 0.0160 -1.009 0.159 0.506 -0.189
C -1.1863 -5.1497 0.3066 0.059 -0.570 -0.125 -0.108
C -0.4266 -3.8476 0.2005 -0.604 1.380 0.190 -0.221
N 0.9517 -3.9718 0.1381 0.594 -0.010 0.152 -0.088
C 1.5296 -5.3207 0.0679 0.240 0.289 -0.633 -0.149
C 3.0336 -5.2611 0.2654 0.178 0.027 -0.361 -0.180
O 3.6462 -4.3497 -0.6516 -0.479 0.590 0.572 -0.132
C 3.1623 -3.0200 -0.4309 0.082 -0.344 -0.054 -0.188
C 1.6431 -2.9342 -0.6152 0.554 -0.333 -0.495 -0.147
C -1.0575 -2.6247 0.2019 1.003 -1.358 -0.253 -0.037
C -2.5391 -2.5922 0.2629 -1.109 -1.145 -0.114 -0.187
H -4.3521 -2.7282 -1.8121 0.207 -0.349 0.075 0.082
H -2.8959 -3.5298 -2.4962 -0.424 0.013 0.010 0.083
H -4.3053 -4.5160 -1.9763 0.229 0.537 0.076 0.087
H -3.2419 -5.2857 0.9415 0.256 -0.287 -0.212 0.118
H -2.9698 -5.7869 -0.7456 0.082 0.262 0.343 0.121
H -1.0667 -5.6006 1.3116 0.117 0.369 -0.359 0.129
H -0.7826 -5.9144 -0.3861 0.076 0.618 0.297 0.112
H 1.1131 -5.9544 0.8545 -0.015 0.143 -0.161 0.124
H 1.3180 -5.7740 -0.9183 0.083 -0.019 0.264 0.135
H 3.2362 -4.9754 1.3112 0.205 -0.005 -0.242 0.129
H 3.4926 -6.2321 0.0280 -0.238 0.262 0.324 0.135
H 3.4150 -2.6768 0.5980 0.076 -0.212 -0.443 0.129
H 3.6790 -2.3962 -1.1858 -0.281 -0.188 0.482 0.124
H 1.4085 -2.9983 -1.7033 -0.038 -0.027 0.460 0.149
H 1.3167 -1.9473 -0.2743 0.115 -0.549 -0.117 0.058
H -0.5444 -1.6539 0.1608 -0.150 -0.747 -0.012 0.061
H -2.9238 -1.6735 -0.1861 -0.116 -0.110 0.075 0.111
H -2.8707 -2.6369 1.3224 -0.009 0.289 -0.278 0.117
C 3.2256 5.5897 -3.3530 -0.680 0.425 0.337 -0.035
N 3.2420 4.1440 -3.5312 0.825 0.117 -0.147 -0.136
C 3.5691 3.6883 -4.8700 0.160 -0.214 0.371 -0.040
C 2.3091 3.6600 -5.7010 -1.795 0.142 -0.569 -0.516
F 2.4879 3.2422 -6.9826 -0.055 0.442 1.405 0.141
F 1.3686 2.8344 -5.1110 0.968 0.703 -0.759 0.110
F 1.7323 4.9138 -5.7336 0.577 -1.277 -0.212 0.108
C 2.6866 3.2919 -2.6043 -0.311 -0.182 0.159 -0.211
C 3.3000 2.0636 -2.2537 -0.226 -0.242 0.210 0.022
C 2.7027 1.2145 -1.3343 -0.059 -0.293 -0.544 0.020
C 1.4371 1.5192 -0.7388 -0.541 -0.244 -0.674 -0.178
C 0.8490 0.6445 0.2293 1.381 1.327 0.791 0.117
C 0.0841 1.0809 1.3494 -0.163 -0.046 0.251 -0.173
C -0.2218 0.1784 2.4176 -0.125 -0.495 -0.477 0.010
C -1.2347 0.4495 3.3119 -0.445 0.465 0.202 0.029
C -1.9758 1.6562 3.2060 0.940 0.108 -0.602 -0.195
N -3.0939 1.9269 3.9945 -0.265 0.214 1.550 -0.170
C -4.4014 1.3923 3.6625 -0.094 -0.156 -0.653 -0.036
C -2.9525 2.5976 5.2914 0.339 -0.346 -0.740 -0.040
C -2.9488 4.0960 5.1381 -0.267 1.490 -0.491 -0.528
F -2.9808 4.7695 6.3236 0.050 -0.778 -1.213 0.131
F -1.8193 4.5075 4.4578 -1.038 -0.126 0.809 0.092
F -4.0309 4.5032 4.3872 1.125 -0.224 0.843 0.108
C -1.4933 2.6588 2.3282 -0.453 0.025 0.463 0.030
C -0.4359 2.4065 1.4941 -0.071 -0.147 -0.504 0.012
C 0.7974 2.7069 -1.2014 0.254 0.400 0.119 -0.008
C 1.4388 3.6078 -2.0218 -0.086 0.095 0.244 0.023
H 3.4815 5.8519 -2.3117 -0.083 -0.185 -0.446 0.107
H 3.9841 6.0321 -4.0217 -0.442 -0.163 0.339 0.105
H 2.2287 6.0113 -3.5896 0.568 0.072 0.034 0.092
H 4.2610 4.4080 -5.3349 -0.053 -0.588 0.120 0.151
H 3.9575 2.6645 -4.8322 0.171 0.289 -0.257 0.142
H 4.2693 1.8337 -2.7003 -0.304 -0.100 0.252 0.128
H 3.1962 0.2710 -1.0716 -0.117 0.456 -0.018 0.121
H 1.1998 -0.3936 0.2156 -0.103 0.581 0.281 0.091
H 0.3566 -0.7461 2.5199 -0.393 0.183 -0.257 0.134
H -1.4985 -0.2361 4.1207 0.156 0.091 -0.356 0.135
H -4.2691 0.4894 3.0409 -0.216 0.282 0.283 0.095
H -4.9531 1.1295 4.5788 0.195 0.027 -0.375 0.095
H -4.9803 2.1332 3.0837 -0.017 -0.358 0.222 0.093
H -3.8084 2.3368 5.9295 0.444 -0.056 -0.056 0.146
H -1.9850 2.3271 5.7357 -0.360 -0.004 0.270 0.149
H -1.9809 3.6458 2.3483 0.400 -0.645 -0.040 0.133
H -0.0404 3.2339 0.9182 -0.042 -0.223 0.059 0.108
H -0.2448 2.8856 -0.9520 0.252 -0.027 -0.087 0.120
H 0.9590 4.5485 -2.3002 -0.005 -0.449 -0.025 0.130

Result set for calculated total energy: -94852.765, -145567.013, -54977.055 eV, one per record in the order listed.
Result set for maximum force: 7.05, 1.08, 2.07 eV/Å, one per record in the order listed.